Entry 1:
Here is 2 unconnected molecules or ions with the total composition C38H36ClN2O2 from OMol25. Energies are from wB97M-V/def2-TZVPD.

* E_LUMO: -5.2104 eV
* relative energy (zero: lowest compared OMol25 entry of this formula, charge and spin): 0.000 eV
* net charge: +1

Last column: Löwdin charge in e.
Element x y z (Å)
C1 -6.9244 0.1998 6.5354  -0.040
O1 -5.6028 -0.1468 7.0187  -0.064
C2 -4.6255 -0.3868 6.0995  -0.237
C3 -3.2830 -0.4924 6.5446  0.022
C4 -2.2424 -0.6505 5.6448  -0.004
C5 -2.4849 -0.6632 4.2380  -0.163
C6 -1.3812 -0.6794 3.2607  -0.052
C7 -0.1432 -0.0376 3.5815  -0.025
C8 1.1347 -0.2307 3.0408  0.063
C9 2.3014 -0.2084 3.9087  -0.195
C10 3.5701 -0.6839 3.4686  -0.009
C11 4.6443 -0.8093 4.3559  -0.057
C12 4.5173 -0.4378 5.7070  -0.039
C13 3.2823 0.0624 6.1573  -0.055
C14 2.2047 0.2125 5.2779  -0.008
C15 -1.5876 -1.3004 1.9627  -0.177
C16 -2.4868 -2.3821 1.7494  -0.001
C17 -2.6118 -2.9500 0.5007  0.030
C18 -1.7121 -2.5869 -0.5292  -0.224
O2 -1.7356 -3.3107 -1.6798  -0.052
C19 -0.7626 -2.9624 -2.6855  -0.056
C20 -0.8121 -1.5134 -0.3164  -0.005
C21 -0.8774 -0.8017 0.8610  -0.028
C22 -3.8420 -0.6322 3.8171  -0.012
C23 -4.8860 -0.6034 4.7270  0.005
H1 -7.4835 0.4042 7.4505  0.100
H2 -6.8864 1.0926 5.8977  0.104
H3 -7.3787 -0.6349 5.9845  0.093
H4 -3.1078 -0.4435 7.6150  0.127
H5 -1.2225 -0.7735 6.0343  0.123
H6 -0.2144 0.6836 4.4120  0.117
H7 1.2976 -0.4868 1.9946  0.115
H8 3.7084 -0.9637 2.4190  0.121
H9 5.6130 -1.1656 4.0021  0.114
H10 5.3685 -0.5108 6.3888  0.118
H11 3.1742 0.3723 7.1987  0.114
H12 1.2613 0.6393 5.6269  0.102
H13 -3.1013 -2.7530 2.5680  0.126
H14 -3.3528 -3.7110 0.2873  0.130
H15 -0.9830 -3.6414 -3.5082  0.109
H16 -0.9089 -1.9183 -2.9975  0.072
H17 0.2588 -3.1227 -2.3090  0.108
H18 -0.0330 -1.2594 -1.0318  0.096
H19 -0.3687 0.1530 0.9690  0.122
H20 -4.0925 -0.5965 2.7515  0.129
H21 -5.9090 -0.7349 4.3781  0.114
C24 1.9902 3.3809 -3.0182  -0.033
N1 2.4823 2.0359 -3.2887  -0.093
C25 1.6159 0.8717 -3.1113  -0.225
H22 1.6412 0.5311 -2.0130  0.159
C26 0.2427 1.1783 -3.6228  -0.199
C27 0.2139 1.6424 -4.9483  -0.077
C28 -1.0032 1.8505 -5.5839  -0.658
Cl1 -0.9177 2.2718 -7.2454  0.713
C29 -2.2000 1.6530 -4.8832  -0.081
C30 -2.1543 1.2225 -3.5559  -0.067
C31 -0.9373 0.9747 -2.9040  -0.038
N2 2.2663 -0.1207 -3.9854  -0.074
C32 1.4711 -1.1497 -4.6512  -0.033
C33 3.3490 0.4427 -4.6446  -0.182
C34 3.4932 1.7836 -4.1897  -0.182
C35 4.1729 2.7396 -4.9514  -0.033
C36 4.8493 2.2858 -6.0885  -0.099
C37 4.6829 0.9644 -6.5556  -0.100
C38 3.8484 0.0560 -5.8905  -0.034
H23 2.8295 4.0824 -2.9403  0.088
H24 1.3332 3.7322 -3.8322  0.093
H25 1.4130 3.3577 -2.0881  0.093
H26 1.1393 1.7695 -5.5162  0.132
H27 -3.1314 1.8224 -5.4062  0.107
H28 -3.0769 1.0603 -3.0040  0.106
H29 -0.9309 0.6200 -1.8570  0.093
H30 2.0787 -2.0010 -4.9972  0.099
H31 0.7051 -1.5213 -3.9581  0.050
H32 0.9662 -0.7077 -5.5305  0.100
H33 4.0930 3.7964 -4.6753  0.102
H34 5.4957 2.9764 -6.6375  0.101
H35 5.1883 0.6496 -7.4726  0.100
H36 3.4981 -0.8853 -6.3316  0.103



Entry 2:
Here is 8 unconnected molecules or ions with the total composition C38H36F48O12 from OMol25. Energies are from wB97M-V/def2-TZVPD.

* E_LUMO: 0.2158 eV
* SMILES string: FC(F)C(F)(F)COC(F)(F)C(F)F.FC(F)C(F)(F)COC(F)(F)C(F)F.FC(F)C(F)(F)COC(F)(F)C(F)F.FC(F)C(F)(F)COC(F)(F)C(F)F.FC(F)C(F)(F)COC(F)(F)C(F)F.FC(F)C(F)(F)COC(F)(F)C(F)F.C[C@H]1COC(=O)O1.C[C@H]1COC(=O)O1
* relative energy (zero: lowest compared OMol25 entry of this formula, charge and spin): 0.000 eV

Last column: Löwdin charge in e.
Element x y z (Å)
C1 -1.9458 7.1586 0.7643  -0.014
C2 -0.9397 6.4430 -0.1285  -0.283
C3 -0.9807 4.9199 -0.1565  -0.125
O1 -1.3382 4.6043 -1.4610  0.028
C4 -1.3899 5.7226 -2.2683  -0.532
O2 -1.6300 5.6722 -3.4260  0.174
O3 -1.1844 6.8288 -1.5147  0.087
H1 -2.9778 6.9298 0.4903  0.090
H2 -1.7508 8.2281 0.7343  0.086
H3 -1.9368 6.7905 1.7927  0.081
H4 0.0916 6.6728 0.1402  0.147
H5 -1.7318 4.5790 0.5605  0.121
H6 -0.0261 4.4239 0.0277  0.131
C5 -4.7248 -2.9236 4.1021  -0.022
C6 -5.5097 -3.8780 3.2213  -0.266
C7 -5.8048 -5.1736 3.9649  -0.051
O4 -7.2139 -5.4101 3.6726  0.070
C8 -7.7285 -4.3735 3.0605  -0.625
O5 -8.9145 -4.3106 2.8126  0.130
O6 -6.8672 -3.3789 3.0034  0.098
H7 -4.5379 -1.9693 3.5978  0.061
H8 -3.6995 -3.2252 4.3043  0.071
H9 -5.2905 -2.5143 4.9398  0.101
H10 -5.0882 -3.9585 2.2214  0.145
H11 -5.7995 -5.0638 5.0488  0.136
H12 -5.3380 -6.1063 3.6578  0.136
C9 5.6230 3.9526 -3.7349  -0.033
C10 5.4623 5.3454 -3.1446  -0.445
C11 6.7775 5.9847 -2.6867  -0.281
F1 7.5450 5.1415 -1.9480  0.087
F2 7.5831 6.3055 -3.7398  0.074
F3 4.8782 6.2489 -3.9642  0.129
F4 4.6147 5.2195 -2.0900  0.117
O7 4.3594 3.3880 -4.0823  0.035
C12 3.9147 2.2655 -3.4298  -0.539
C13 2.4016 2.0760 -3.6758  -0.290
F5 1.9859 0.9097 -3.1338  0.089
F6 1.7082 3.0703 -3.1111  0.115
F7 4.6461 1.2102 -3.7666  0.174
F8 4.0115 2.4752 -2.0824  0.121
H13 6.0852 3.3351 -2.9647  0.147
H14 6.1906 3.9440 -4.6636  0.157
H15 6.6405 6.9488 -2.1860  0.174
H16 2.2178 2.0732 -4.7532  0.176
C14 -1.6182 0.9179 4.7369  -0.075
C15 -1.9228 2.3563 5.1183  -0.442
C16 -1.3342 3.3427 4.0689  -0.295
F9 -1.8262 3.1837 2.8206  0.092
F10 -1.5927 4.6188 4.4202  0.094
F11 -3.2727 2.5048 5.1718  0.120
F12 -1.4611 2.5439 6.3686  0.143
O8 -0.2229 0.8423 4.6046  0.018
C17 0.2923 -0.4679 4.6101  -0.520
C18 1.7801 -0.3368 4.4960  -0.288
F13 2.2888 0.3901 5.5327  0.096
F14 2.5199 -1.4617 4.4751  0.113
F15 -0.1203 -1.1845 5.6669  0.159
F16 -0.2106 -1.1049 3.5363  0.146
H17 -2.1377 0.6036 3.8288  0.130
H18 -1.9989 0.2724 5.5326  0.152
H19 -0.2532 3.1888 4.0270  0.167
H20 2.0098 0.2450 3.6007  0.157
C19 0.2935 -1.2263 -0.3387  -0.048
C20 1.4680 -0.4918 0.2590  -0.435
C21 1.2659 1.0232 0.4436  -0.281
F17 0.6960 1.6271 -0.6096  0.122
F18 0.6367 1.3034 1.6262  0.065
F19 1.9002 -1.0729 1.3941  0.130
F20 2.4811 -0.6128 -0.6446  0.110
O9 -0.8777 -0.9033 0.3914  0.030
C22 -1.9956 -1.6593 0.0690  -0.534
C23 -3.2226 -1.1391 0.8704  -0.259
F21 -4.1616 -2.1077 0.8657  0.110
F22 -2.9424 -0.8124 2.1529  0.081
F23 -2.2731 -1.6421 -1.2353  0.175
F24 -1.7593 -2.9283 0.4564  0.146
H21 0.4471 -2.2932 -0.5068  0.147
H22 0.1206 -0.8072 -1.3351  0.144
H23 2.2417 1.4652 0.6640  0.175
H24 -3.5464 -0.1968 0.4264  0.162
C24 -4.9705 2.9763 -1.5526  -0.042
C25 -5.8347 4.2388 -1.8509  -0.436
C26 -6.8197 4.1106 -3.0342  -0.262
F25 -6.1333 3.9487 -4.2011  0.080
F26 -7.5449 2.9594 -2.9577  0.081
F27 -6.5008 4.5810 -0.7311  0.122
F28 -4.9668 5.2468 -2.0717  0.131
O10 -3.9829 2.8332 -2.5646  0.019
C27 -3.2405 1.6630 -2.4711  -0.515
C28 -2.2095 1.6794 -3.6404  -0.297
F29 -1.3009 2.6366 -3.4413  0.121
F30 -1.6354 0.4872 -3.8426  0.109
F31 -2.6774 1.5394 -1.2491  0.138
F32 -4.0870 0.6253 -2.6208  0.139
H25 -5.5178 2.0334 -1.4921  0.140
H26 -4.5061 3.0800 -0.5690  0.141
H27 -7.4861 4.9605 -3.1903  0.172
H28 -2.8019 1.9299 -4.5252  0.177
C29 5.3090 -3.6823 -5.5301  -0.020
C30 5.7948 -3.6386 -6.9761  -0.456
C31 6.1505 -5.0413 -7.5080  -0.297
F33 7.2386 -5.6706 -6.9766  0.090
F34 5.1485 -5.9430 -7.4007  0.084
F35 4.8560 -3.1303 -7.7897  0.136
F36 6.8880 -2.8507 -7.0723  0.137
O11 5.7852 -2.4743 -4.8690  0.020
C32 5.6614 -2.4439 -3.4881  -0.555
C33 4.2506 -2.8721 -2.9958  -0.304
F37 4.2502 -2.7405 -1.6629  0.108
F38 3.2598 -2.1349 -3.5421  0.104
F39 6.5706 -3.3134 -3.0014  0.147
F40 5.9481 -1.2214 -3.0526  0.178
H29 5.6741 -4.5058 -4.9191  0.148
H30 4.2276 -3.5457 -5.5606  0.143
H31 6.2617 -4.9622 -8.5994  0.171
H32 4.0513 -3.9164 -3.2489  0.165
C34 1.2048 -5.9580 3.5001  -0.046
C35 2.2446 -5.1021 2.7235  -0.430
C36 1.5448 -4.3620 1.5872  -0.322
F41 2.3504 -3.8359 0.6591  0.103
F42 0.5770 -5.0221 0.8912  0.089
F43 3.0540 -4.2649 3.4144  0.141
F44 3.0456 -6.0377 2.1714  0.115
O12 0.1428 -5.2028 4.0668  0.025
C37 -0.1295 -5.3174 5.4279  -0.514
C38 -1.5368 -4.7437 5.7315  -0.286
F45 -2.3875 -5.2198 4.7842  0.084
F46 -1.9832 -5.0454 6.9533  0.121
F47 -0.0968 -6.6205 5.7501  0.145
F48 0.8503 -4.7748 6.1813  0.153
H33 1.7110 -6.6244 4.2025  0.150
H34 0.7460 -6.6988 2.8449  0.149
H35 1.0242 -3.5212 2.0646  0.158
H36 -1.5506 -3.6525 5.6752  0.160



Entry 3:
Here is 2 unconnected molecules or ions with the total composition C38H36N3O2 from OMol25. Energies are from wB97M-V/def2-TZVPD.

* E_LUMO: -3.3868 eV
* relative energy (zero: lowest compared OMol25 entry of this formula, charge and spin): 1.080 eV
* net charge: +1

Last column: Löwdin charge in e.
Element x y z (Å)
C1 1.2852 3.5350 2.9170  -0.010
N1 0.9227 2.5985 1.8739  -0.054
C2 1.8127 2.3562 0.8457  -0.388
O1 2.8653 2.9620 0.6709  0.078
C3 1.2661 1.1921 0.0366  -0.151
C4 2.3425 0.2256 -0.4953  -0.072
C5 2.9275 -0.5544 0.6494  -0.229
C6 3.7392 0.0857 1.5803  -0.029
C7 4.0312 -0.5295 2.7911  -0.052
C8 3.5924 -1.8548 3.0059  -0.077
C9 2.8691 -2.5179 2.0207  -0.093
C10 2.5651 -1.8951 0.8247  -0.064
N2 0.3224 0.5947 0.9879  0.007
C11 -0.0913 -0.6955 0.9627  -0.031
C12 -0.6630 -1.3575 2.0585  -0.069
C13 -1.0538 -2.7592 2.0447  -0.044
C14 -2.5080 -3.0730 2.1722  -0.203
C15 -3.1916 -3.9579 1.3178  -0.025
C16 -4.5854 -3.9975 1.3111  -0.070
C17 -5.3277 -3.2321 2.2108  -0.065
C18 -4.6547 -2.4462 3.1546  -0.063
C19 -3.2550 -2.3730 3.1508  -0.029
C20 0.0008 1.4876 2.1201  -0.239
C21 -1.4245 1.9582 2.1644  -0.020
C22 -1.8327 3.0201 1.4487  -0.030
C23 -3.1723 3.5866 1.4633  -0.219
C24 -3.4969 4.6773 0.6225  -0.036
C25 -4.7495 5.2814 0.6835  -0.075
C26 -5.7318 4.7838 1.5573  -0.073
C27 -5.4367 3.6795 2.3734  -0.077
C28 -4.1792 3.0776 2.3232  -0.032
H1 2.0088 4.2465 2.5054  0.098
H2 0.4094 4.0894 3.2722  0.095
H3 1.7529 3.0140 3.7683  0.101
H4 0.7078 1.6411 -0.8073  0.171
H5 1.8748 -0.4208 -1.2467  0.119
H6 3.1154 0.8285 -0.9978  0.140
H7 4.0779 1.1074 1.3797  0.117
H8 4.5637 0.0309 3.5607  0.110
H9 3.8188 -2.3523 3.9509  0.102
H10 2.5161 -3.5396 2.1731  0.099
H11 1.9870 -2.3977 0.0378  0.117
H12 -0.0585 -1.1879 -0.0373  0.159
H13 -0.9288 -0.7549 2.9488  0.091
H14 -0.4568 -3.3984 1.3995  0.113
H15 -2.6212 -4.5786 0.6206  0.113
H16 -5.1170 -4.6360 0.6076  0.112
H17 -6.4232 -3.2592 2.1975  0.116
H18 -5.2109 -1.8784 3.9000  0.109
H19 -2.7388 -1.7405 3.8826  0.110
H20 0.2533 0.9859 3.0737  0.155
H21 -2.0928 1.3667 2.7974  0.100
H22 -1.0997 3.5235 0.7994  0.129
H23 -2.7399 5.0307 -0.0807  0.113
H24 -4.9716 6.1424 0.0495  0.108
H25 -6.7196 5.2486 1.6015  0.107
H26 -6.1931 3.2837 3.0552  0.106
H27 -3.9601 2.2086 2.9449  0.098
C29 2.0619 -9.9940 4.6359  -0.050
O2 1.5305 -9.3663 3.4572  -0.081
C30 1.3328 -8.0198 3.4672  -0.249
C31 1.5328 -7.1620 4.5580  0.042
C32 1.0610 -5.8323 4.4853  -0.146
C33 0.3595 -5.3111 3.3269  -0.153
C34 0.2168 -6.2117 2.2333  0.006
C35 0.7155 -7.5058 2.2833  0.035
N3 -0.1596 -4.0205 3.3639  0.106
C36 0.1122 -3.2415 4.4199  -0.085
C37 0.8303 -3.6690 5.5554  -0.022
C38 1.2089 -4.9919 5.6014  0.001
H28 2.1799 -11.0351 4.3321  0.098
H29 3.0349 -9.5529 4.9048  0.100
H30 1.3602 -9.9208 5.4828  0.102
H31 1.9386 -7.4966 5.5213  0.122
H32 -0.3202 -5.8998 1.3382  0.107
H33 0.5722 -8.2395 1.4808  0.134
H34 -0.2319 -2.2048 4.4046  0.108
H35 1.0545 -2.9652 6.3643  0.121
H36 1.6427 -5.4531 6.4872  0.127



no.,largest force on an atom (eV Å⁻¹),HOMO energy (eV)
1,1.765,-8.56
2,3.532,-10.50
3,2.098,-10.67